A structure of composition C9H22N6Pd. Source: the Open Molecules 2025 dataset; level of theory: wB97M-V/def2-TZVPD.

Output
HOMO energy, Ha: -0.2179
Kohn-Sham gap, eV: 6.7
Total charge: 0
Energy above the lowest of the compared OMol25 structures with the same formula, charge and spin, kcal per mole: 0.00

Positions of all 38 atoms, in Å:
Pd (-0.604, -0.278, -0.693)
N (-1.730, 0.367, 2.203)
C (-0.533, 0.952, 2.797)
C (0.804, 0.419, 2.288)
N (1.137, 0.716, 0.883)
C (1.195, 2.171, 0.672)
C (-0.051, 2.753, 0.020)
N (-0.263, 2.125, -1.278)
C (2.467, 0.122, 0.641)
C (2.964, 0.105, -0.805)
N (2.314, -0.824, -1.716)
H (-1.604, 0.370, 1.181)
H (-1.746, -0.621, 2.437)
H (-0.553, 0.774, 3.876)
H (-0.573, 2.038, 2.683)
H (0.815, -0.668, 2.403)
H (1.600, 0.825, 2.938)
H (2.043, 2.401, 0.025)
H (1.391, 2.691, 1.620)
H (0.075, 3.843, -0.029)
H (-0.934, 2.554, 0.627)
H (0.488, 2.329, -1.926)
H (-1.134, 2.414, -1.701)
H (2.434, -0.910, 1.000)
H (3.213, 0.649, 1.262)
H (4.031, -0.135, -0.763)
H (2.909, 1.105, -1.241)
H (2.381, -1.763, -1.337)
H (1.308, -0.619, -1.720)
N (-3.249, -3.509, -1.402)
C (-2.904, -3.258, -2.706)
C (-2.000, -2.243, -2.657)
N (-1.790, -1.867, -1.348)
C (-2.557, -2.643, -0.621)
H (-3.898, -4.201, -1.075)
H (-3.320, -3.812, -3.528)
H (-1.484, -1.756, -3.464)
H (-2.639, -2.618, 0.451)

---

A structure of composition C15H28N5NiO4S. Source: the Open Molecules 2025 dataset; level of theory: wB97M-V/def2-TZVPD.

Output
⟨S²⟩: 2.004
HOMO energy (alpha / beta), Ha: -0.3803 / -0.3793
2S+1: 3
Kohn-Sham gap (alpha / beta), eV: 8.5 / 8.4
Total charge: +1
Energy above the lowest of the compared OMol25 structures with the same formula, charge and spin, kcal per mole: 0.00

Positions of all 54 atoms, in Å:
Ni (-0.380, -0.707, 0.472)
C (3.301, -0.799, 3.505)
N (2.600, 0.392, 3.039)
C (3.146, 1.677, 3.454)
C (1.494, 0.275, 2.310)
O (1.024, -0.827, 1.982)
C (0.816, 1.569, 1.870)
O (-0.452, 1.252, 1.318)
C (-0.936, 2.171, 0.351)
C (-1.841, 1.425, -0.627)
O (-1.916, 0.186, -0.589)
N (-2.526, 2.147, -1.510)
C (-2.444, 3.592, -1.647)
C (-3.395, 1.488, -2.477)
H (4.333, -0.773, 3.157)
H (2.807, -1.681, 3.115)
H (3.293, -0.828, 4.596)
H (4.205, 1.542, 3.663)
H (2.661, 2.047, 4.360)
H (3.061, 2.422, 2.666)
H (1.450, 2.034, 1.109)
H (0.688, 2.251, 2.714)
H (-0.100, 2.594, -0.215)
H (-1.485, 2.969, 0.856)
H (-1.678, 4.019, -1.009)
H (-3.404, 4.049, -1.403)
H (-2.193, 3.836, -2.680)
H (-3.418, 0.423, -2.279)
H (-3.023, 1.667, -3.486)
H (-4.403, 1.896, -2.393)
C (-2.323, -4.605, 3.321)
C (-3.035, -3.249, 3.314)
C (-2.344, -2.286, 2.462)
N (-1.793, -1.535, 1.797)
H (-2.871, -5.295, 3.958)
H (-1.308, -4.510, 3.703)
H (-2.276, -5.022, 2.317)
H (-3.089, -2.825, 4.318)
H (-4.057, -3.344, 2.945)
S (2.247, 0.421, -3.254)
C (1.512, 0.248, -1.827)
N (0.987, 0.140, -0.781)
C (1.323, -3.244, -3.532)
N (0.363, -2.728, -2.567)
C (-0.734, -1.934, -3.097)
C (0.499, -2.946, -1.274)
O (-0.281, -2.541, -0.392)
H (0.818, -3.887, -4.253)
H (2.089, -3.819, -3.018)
H (1.792, -2.409, -4.052)
H (-1.281, -2.529, -3.829)
H (-0.330, -1.045, -3.583)
H (-1.394, -1.646, -2.284)
H (1.367, -3.562, -1.011)

---

A structure of composition C16H25N2OTi in a non-equilibrium geometry. Source: the Open Molecules 2025 dataset; level of theory: wB97M-V/def2-TZVPD.

Output
HOMO energy, Ha: -0.4146
Kohn-Sham gap, eV: 8.0
Total charge: +1
Energy above the lowest of the compared OMol25 structures with the same formula, charge and spin, kcal per mole: 19.36

Positions of all 45 atoms, in Å:
C (-0.800, -1.917, -1.176)
C (-2.335, -1.746, -1.138)
C (-0.405, -2.050, -2.655)
C (-0.440, -3.275, -0.532)
H (-0.699, -3.044, -2.994)
H (0.660, -1.961, -2.853)
H (-0.915, -1.342, -3.305)
H (-2.790, -2.756, -1.199)
H (-2.712, -1.209, -2.019)
H (-2.739, -1.256, -0.238)
H (-1.102, -4.035, -0.976)
H (-0.565, -3.319, 0.556)
H (0.574, -3.603, -0.771)
C (-0.143, 2.342, -0.493)
C (0.480, 1.700, -1.576)
C (-0.469, 0.832, -2.210)
H (1.426, 1.999, -2.028)
C (-1.721, 1.034, -1.530)
C (-1.524, 1.963, -0.486)
H (-2.307, 2.509, 0.028)
H (0.319, 3.125, 0.097)
H (-0.313, 0.409, -3.205)
H (-2.712, 0.704, -1.881)
C (2.364, -0.953, 1.341)
C (2.616, 0.331, 0.773)
C (2.484, 0.229, -0.623)
H (3.043, 1.180, 1.297)
C (2.079, -1.106, -0.961)
C (2.016, -1.841, 0.290)
H (2.012, -2.928, 0.386)
H (2.686, -1.269, 2.327)
H (2.866, 0.939, -1.347)
H (2.165, -1.541, -1.959)
Ti (0.032, -0.372, -0.337)
C (-1.426, 3.242, 2.549)
N (-0.225, 2.472, 2.867)
C (0.063, 1.172, 2.537)
N (0.990, 0.662, 3.388)
O (-0.430, 0.476, 1.580)
H (-1.601, 3.262, 1.474)
H (-1.247, 4.277, 2.891)
H (-2.314, 2.860, 3.083)
H (0.335, 2.800, 3.648)
H (1.251, -0.313, 3.389)
H (1.472, 1.316, 3.992)

---

Question: Look up the energy above the lowest of the compared OMol25 structures with the same formula, charge and spin of the second one.
Answer: 0.00 kcal per mole